22
Properties=species:S:1:pos:R:3:forces:R:3:lowdin_charge:R:1 method="wB97M-V/def2-TZVPD" orbital_gap_ev=7.693 spin_multiplicity=1 charge=-1 de_lowest_kcal_mol=8.6 e_lumo_ha=0.114
S 3.650538 -1.789421 0.539484 2.36 -0.63 0.55 0.654
O -1.101974 -1.611879 -0.149972 -0.25 -0.15 1.56 -0.028
O -0.021244 -0.456555 -1.704020 -0.12 0.53 -0.70 0.098
N 1.856893 2.814624 0.027739 -0.90 0.31 -0.03 0.043
N 2.142698 0.663323 -0.002121 2.25 -1.88 -2.04 -0.035
N 0.586953 1.307026 1.520891 -3.09 0.38 0.93 0.122
N 1.104545 -1.766057 -0.238402 -0.11 -1.42 0.50 0.104
N 3.123432 1.194547 -0.893570 -1.59 -1.18 1.12 0.015
C -3.281294 -1.013887 0.661880 0.20 -0.47 1.23 -0.086
C 2.870900 2.466356 -0.850618 -1.44 0.24 1.44 -0.324
C 2.248974 -1.385902 0.024156 -1.77 1.93 -0.04 -0.829
C -2.413753 -1.176653 -0.562604 1.36 0.33 0.45 -0.229
C 0.019296 -1.201214 -0.760511 -0.63 0.96 -1.23 -0.639
C 1.389914 1.615006 0.489654 5.15 1.61 -2.80 -0.578
H -0.219831 1.935492 1.428920 0.10 -0.33 0.57 0.090
H -4.150345 -0.457400 0.341364 -0.45 0.16 0.11 0.056
H -2.408356 -0.236336 -1.126272 0.44 -0.39 -0.10 0.122
H 3.419702 3.185777 -1.448394 -0.12 0.01 0.20 0.071
H -2.670272 -2.023580 -1.151953 -1.18 -0.27 -0.91 0.111
H 0.254746 0.362689 1.319622 -0.08 0.12 0.55 0.073
H -3.633746 -2.018200 1.043088 0.52 1.17 -0.11 0.087
H -2.767776 -0.407754 1.491644 -0.65 -1.03 -1.25 0.103